# 1
{"formula": "C3H7N5", "method": "ωB97M-V with the def2-TZVPD basis set", "charge": 0, "homo_ev": -8.955, "gap_ev": 9.50, "elements": ["H", "N", "C", "N", "C", "N", "H", "C", "N", "N", "H", "H", "H", "H", "H"], "xyz": [[-2.784, -2.170, 0.395], [-2.040, -1.565, 0.616], [-1.368, -1.025, -0.301], [-0.410, 0.079, 0.028], [-0.454, 1.004, 1.267], [-1.439, 1.507, 1.930], [-0.923, 1.943, 2.909], [0.930, 0.254, -0.619], [1.308, -0.524, -1.788], [1.820, 1.123, -0.039], [2.945, 1.302, -0.226], [-1.407, -1.223, -1.299], [0.510, 1.316, 1.429], [2.264, -0.390, -2.273], [1.049, -1.632, -2.030]], "atomic_forces_ev_per_a": [[-0.674, -0.983, -0.925], [1.493, 1.878, 0.576], [1.026, 1.870, 3.686], [1.061, 0.983, 0.313], [-2.752, -0.817, -0.601], [2.411, -0.679, 1.857], [-1.812, -1.084, -3.777], [3.941, 0.797, 1.014], [-0.069, -3.018, -1.053], [-0.660, -1.565, -1.700], [-4.248, -1.531, -0.457], [-0.046, -0.485, -2.919], [2.276, 0.083, 0.517], [-2.253, 0.386, 1.896], [0.305, 4.166, 1.573]], "mulliken_charge": [0.25, -0.54, -0.20, 0.07, -0.20, -0.56, 0.29, 0.40, -0.47, -0.66, 0.22, 0.47, 0.43, 0.26, 0.24]}

***

# 2
{"formula": "C5H5NO", "method": "ωB97M-V with the def2-TZVPD basis set", "charge": 0, "homo_ev": -8.940, "gap_ev": 8.85, "elements": ["C", "C", "O", "C", "N", "C", "C", "H", "H", "H", "H", "H"], "xyz": [[-0.040, -0.098, 1.228], [1.258, -0.197, 0.851], [1.524, -1.225, -0.078], [0.562, -0.799, -1.017], [0.459, -0.212, -2.110], [-0.713, -0.184, -0.851], [-0.771, 0.875, 0.309], [-0.580, -1.040, 1.361], [1.889, 0.679, 0.710], [-1.628, -0.731, -1.066], [-0.171, 1.761, 0.081], [-1.789, 1.170, 0.581]], "atomic_forces_ev_per_a": [[0.242, -0.094, 0.027], [-0.120, 0.303, 0.157], [-0.056, -0.281, -0.078], [-0.070, 0.177, -0.106], [-0.258, 0.078, 0.985], [-0.124, -0.043, -0.283], [-0.001, 0.081, -0.136], [0.151, 0.140, -0.084], [-0.068, -0.131, -0.178], [0.198, 0.072, -0.174], [-0.086, -0.140, -0.022], [0.194, -0.162, -0.108]], "mulliken_charge": [-0.25, -0.34, -0.32, 0.66, -0.49, -0.25, -0.55, 0.29, 0.36, 0.35, 0.27, 0.28]}

***

# 3
{"formula": "C4H8N2O2", "method": "ωB97M-V with the def2-TZVPD basis set", "spin_multiplicity": 3, "s_squared": 2.013, "charge": 0, "homo_ev": [-3.699, -7.924], "gap_ev": [4.23, 4.25], "elements": ["C", "C", "C", "C", "N", "N", "O", "O", "H", "H", "H", "H", "H", "H", "H", "H"], "xyz": [[0.608, -0.229, 0.216], [-2.305, -0.486, 0.015], [0.679, 0.394, -1.191], [0.847, 0.754, 1.343], [-2.390, -1.802, -0.046], [-2.448, 0.651, -0.020], [0.320, -1.387, 0.401], [-2.203, 1.840, -0.101], [0.680, -0.269, -2.012], [1.691, 0.944, -1.299], [-0.243, 0.873, -1.333], [0.701, 0.144, 2.275], [0.097, 1.502, 1.053], [1.858, 1.091, 1.334], [-2.116, -2.177, 0.874], [-1.773, -2.157, -0.685]], "atomic_forces_ev_per_a": [[-0.795, 3.246, -1.406], [2.839, -2.878, -0.276], [2.576, -0.044, 0.772], [-1.016, -1.700, -0.017], [-1.635, 0.701, 3.213], [-3.075, 3.436, -0.219], [0.044, -4.696, 0.714], [0.673, 0.571, 0.107], [0.197, -1.592, -0.597], [-1.838, 0.009, 0.145], [-0.575, 1.936, -0.203], [-0.311, 1.160, -0.627], [0.558, 0.411, 1.245], [0.861, 0.758, -0.088], [-0.440, -0.117, -0.454], [1.938, -1.199, -2.308]], "lowdin_spin": [0.27, 0.20, 0.10, 0.08, 0.12, 0.27, 0.46, 0.43, 0.00, 0.02, 0.01, 0.00, 0.01, 0.02, 0.01, 0.00]}

***

# 4
{"formula": "C3H5N3", "method": "ωB97M-V with the def2-TZVPD basis set", "charge": 0, "homo_ev": -9.883, "gap_ev": 10.52, "elements": ["C", "N", "C", "N", "C", "N", "H", "H", "H", "H", "H"], "xyz": [[1.642, -0.449, 0.133], [0.341, -0.868, -0.331], [-0.669, -0.119, -0.171], [-0.729, 1.197, 0.268], [-1.970, -0.753, -0.379], [-2.997, -1.273, -0.482], [2.417, -0.751, -0.575], [1.770, 0.617, 0.369], [1.795, -1.030, 1.046], [0.029, 1.785, -0.051], [-1.629, 1.644, 0.172]], "atomic_forces_ev_per_a": [[0.127, 0.065, 0.012], [-0.366, 0.101, 0.107], [0.140, -0.203, -0.067], [0.002, 0.055, -0.127], [-0.932, -0.466, -0.145], [0.942, 0.580, 0.054], [-0.152, 0.041, 0.017], [-0.063, -0.169, -0.060], [0.261, 0.149, 0.050], [-0.026, -0.069, 0.168], [0.066, -0.083, -0.009]], "mulliken_charge": [-0.71, -0.45, 0.67, -0.51, 0.11, -0.37, 0.25, 0.27, 0.26, 0.21, 0.26]}

***

# 5
{"formula": "H13O6", "method": "ωB97M-V with the def2-TZVPD basis set", "charge": 1, "homo_ev": -15.527, "gap_ev": 12.41, "elements": ["O", "H", "H", "O", "H", "H", "O", "H", "H", "O", "H", "H", "O", "H", "H", "O", "H", "H", "H"], "xyz": [[0.466, 1.121, -2.816], [0.265, 2.006, -3.159], [1.401, 1.020, -2.858], [-0.840, 1.427, 1.357], [-1.247, 1.941, 2.006], [-1.585, 0.879, 1.118], [-2.598, -1.029, 0.216], [-3.303, -1.459, -0.301], [-2.825, -1.280, 1.176], [1.720, -1.597, -0.055], [1.836, -2.382, 0.333], [1.852, -0.950, 0.641], [2.041, 0.397, 1.466], [1.317, 0.915, 1.796], [2.649, 0.460, 2.232], [-0.303, -0.357, -0.708], [0.598, -0.828, -0.545], [-0.194, 0.250, -1.491], [-1.249, -0.535, -0.409]], "atomic_forces_ev_per_a": [[-1.331, 0.210, 0.173], [0.045, -0.306, 0.160], [1.242, -0.052, -0.175], [0.798, -1.168, -1.194], [-0.664, 1.858, 1.929], [-0.143, -0.440, -0.467], [-1.152, -0.742, 2.050], [0.358, 0.277, 0.036], [0.680, 0.548, -2.077], [-0.681, 4.054, -2.956], [0.428, -5.021, 1.870], [0.628, 0.977, 0.909], [1.214, 0.262, 1.297], [-1.261, 0.468, -0.214], [-0.006, -0.314, -0.802], [-0.044, 1.416, -1.414], [-0.600, -1.429, 0.677], [-0.185, 0.159, 0.035], [0.673, -0.757, 0.163]], "mulliken_charge": [-0.67, 0.33, 0.31, -0.54, 0.29, 0.31, -0.66, 0.31, 0.33, -0.63, 0.31, 0.42, -0.67, 0.32, 0.33, -0.46, 0.46, 0.46, 0.46]}

***

# 6
{"formula": "C3BeO3", "method": "ωB97M-V with the def2-TZVPD basis set", "spin_multiplicity": 2, "s_squared": 0.755, "charge": 1, "homo_ev": [-13.876, -16.033], "gap_ev": [7.41, 9.34], "elements": ["C", "C", "O", "O", "O", "C", "Be"], "xyz": [[-0.410, 0.518, 0.420], [-1.633, 0.304, -0.127], [-2.787, 0.340, -0.375], [2.116, 0.299, -0.263], [-0.406, -0.855, 0.376], [2.949, 0.336, -1.033], [0.987, 0.383, 0.821]], "atomic_forces_ev_per_a": [[-5.397, 0.958, -1.761], [-4.840, 3.508, 0.235], [4.324, -1.110, 0.306], [0.502, -0.058, 0.580], [2.434, -2.012, 0.904], [0.821, -0.013, -0.843], [2.155, -1.273, 0.578]], "lowdin_spin": [0.32, 0.09, 0.09, 0.01, 0.45, 0.01, 0.04]}

***

Results for E: -392.13777; -323.29528; -416.86718; -281.55250; -458.98719; -354.33437 (in Ha, following the order of the records).
Results for M: 113.12; 95.10; 116.12; 83.09; 109.10; 93.04 (in g mol⁻¹, following the order of the records).